A 5-piece molecular cluster, C38H80Br2F5INO21P5S2 overall. Source: OMol25; level of theory: ωB97M-V/def2-TZVPD.

Summary:
**SMILES**: CCCCCCCCCCCCC[C@](CCCI)(COCS(=O)(=O)C(F)(F)C(F)(F)F)O[C@@](N=C=S)([C@@H](Br)CC)P(O)Br.COP(=O)(OC)OC.COP(=O)(OC)OC.COP(=O)(OC)OC.COP(=O)(OC)OC
**Total charge**: 0

Structure (XYZ):
```
155
Properties=species:S:1:pos:R:3:mulliken_charge:R:1
C -0.4697 3.4115 -4.5382 -0.628
C -0.5627 5.0441 -4.6694 -0.412
C -1.9509 5.7062 -4.0950 -0.083
C -3.1706 4.6433 -3.8312 -0.720
C -3.0698 3.8609 -2.3647 -0.142
C -3.3034 4.9136 -1.0882 -0.318
C -4.0514 4.1860 0.1927 -0.387
C -3.7318 4.9042 1.6458 -0.598
C -2.3829 4.2992 2.3968 -0.402
C -2.7040 3.0255 3.3799 -0.575
C -2.3505 1.6362 2.5630 -0.398
C -1.8867 0.3857 3.5644 0.129
C -2.7449 -0.9866 3.3612 -1.266
C -2.0141 -2.2338 2.6399 1.000
C -2.1185 -1.8335 1.0056 -0.155
C -0.9051 -2.4768 0.1137 -0.291
C 0.4101 -1.4480 0.0440 -0.562
I 0.1735 0.1218 -1.5151 0.008
C -3.0806 -3.5239 2.7470 -0.793
O -3.0663 -4.3796 1.5501 -0.113
C -4.3773 -4.5049 0.9134 -0.561
S -4.3037 -4.5529 -0.9960 1.070
O -2.8506 -4.6502 -1.5188 -0.535
O -5.1704 -5.7785 -1.4706 -0.634
C -5.1820 -3.0300 -1.7385 0.511
F -5.3876 -1.9434 -0.7531 -0.228
F -6.5576 -3.4310 -2.2108 -0.270
C -4.4139 -2.4004 -3.0418 0.532
F -4.1548 -3.3958 -4.1202 -0.224
F -3.1370 -1.7257 -2.6968 -0.159
F -5.3447 -1.3690 -3.6311 -0.252
O -0.6885 -2.5977 2.8386 -0.126
C 0.0290 -2.6280 4.0568 0.399
N -0.5043 -1.9797 5.2927 -0.364
C 0.4392 -1.6116 6.2047 0.240
S 1.4940 -1.2830 7.4960 -0.143
C 0.1978 -4.2378 4.4946 -0.703
Br -1.1289 -4.7705 5.9518 -0.115
C -0.0264 -5.2907 3.2673 0.628
C 0.8552 -6.6789 3.5750 -0.991
P 1.7690 -1.9253 3.4906 0.697
O 1.7830 -0.1588 3.6921 -0.517
Br 3.4777 -2.6534 4.7680 -0.314
H -1.3855 2.8222 -4.9663 0.157
H 0.4697 3.0795 -5.1903 0.317
H -0.1953 3.1498 -3.4265 0.051
H 0.3170 5.4933 -4.0158 0.180
H -0.3158 5.3353 -5.7869 0.304
H -1.7616 6.3565 -3.1229 -0.077
H -2.3187 6.4767 -4.9240 0.272
H -4.1808 5.2694 -3.7707 0.366
H -3.2846 3.9075 -4.7413 0.210
H -2.0672 3.2428 -2.2452 -0.026
H -3.9588 3.0826 -2.3581 0.250
H -2.2586 5.3484 -0.7910 0.168
H -4.0610 5.7222 -1.5012 0.239
H -5.2187 4.3158 0.0077 0.304
H -3.7918 3.0414 0.3080 -0.020
H -4.6207 4.7302 2.4134 0.348
H -3.6729 6.0772 1.4625 0.158
H -1.9011 5.1762 3.0048 0.331
H -1.6203 4.0238 1.5211 0.188
H -3.8309 3.1166 3.7032 0.210
H -2.0509 3.0365 4.3506 0.352
H -3.2387 1.2782 1.8761 0.080
H -1.4353 1.8710 1.8344 0.209
H -0.7677 0.1560 3.2744 -0.254
H -1.9881 0.7364 4.6796 0.427
H -3.2071 -1.3876 4.3864 0.347
H -3.6980 -0.6999 2.7039 0.413
H -3.1947 -1.9791 0.5772 -0.172
H -1.9294 -0.6543 0.9924 -0.001
H -0.6017 -3.5732 0.4179 0.126
H -1.2876 -2.5372 -1.0147 0.201
H 1.4005 -2.0707 -0.1623 0.380
H 0.4657 -0.8418 1.0628 0.010
H -4.1417 -3.0326 2.9753 0.422
H -2.8572 -4.2202 3.6619 0.001
H -4.8014 -5.5750 1.2242 0.363
H -5.1516 -3.6652 1.1601 0.356
H 1.2371 -4.4743 4.9743 0.496
H 0.3195 -4.9267 2.2112 -0.188
H -1.1615 -5.6601 3.2971 0.107
H 1.5366 -6.9016 2.6265 0.285
H 0.1603 -7.5970 3.8565 0.260
H 1.6008 -6.5577 4.4754 0.295
H 2.3621 0.2602 2.9851 0.324
C 6.5589 -3.7238 2.5259 -0.591
O 6.8654 -4.0876 1.1907 -0.244
P 6.0968 -3.1292 -0.0274 0.919
O 4.7120 -3.5363 0.4928 -0.613
O 6.5846 -4.2022 -1.1799 -0.390
C 6.2493 -5.5702 -1.0359 -0.551
O 5.3282 -2.1708 -1.2454 -0.153
C 6.2204 -1.5113 -2.1232 -0.732
H 7.3620 -4.0795 3.1764 0.259
H 6.4760 -2.6388 2.6224 0.336
H 5.6243 -4.2020 2.8340 0.180
H 5.3511 -5.7199 -0.4325 0.286
H 7.0894 -6.0990 -0.5768 0.201
H 6.0740 -5.9925 -2.0286 0.249
H 6.7016 -2.2292 -2.7899 0.273
H 6.9773 -0.9681 -1.5493 0.311
H 5.6534 -0.7974 -2.7263 0.240
C -1.8580 10.5320 0.9140 -0.581
O -0.4847 10.5191 0.5633 -0.328
P -0.1551 10.2085 -1.1063 0.946
O -0.8513 8.8443 -1.0143 -0.516
O 1.4461 10.0293 -0.7572 -0.373
C 1.8370 9.0929 0.2301 -0.540
O 0.1745 9.8978 -2.7759 -0.195
C 0.8942 10.9235 -3.4329 -0.736
H -1.9776 11.1159 1.8302 0.247
H -2.4560 10.9865 0.1209 0.322
H -2.2001 9.5105 1.1056 0.165
H 1.1127 8.2840 0.3502 0.255
H 1.9668 9.6110 1.1844 0.228
H 2.7962 8.6581 -0.0622 0.247
H 1.9288 10.9472 -3.0859 0.294
H 0.4165 11.8911 -3.2520 0.313
H 0.8887 10.7211 -4.5071 0.234
C 11.4013 -7.0748 7.6288 -0.649
O 11.7077 -7.4386 6.2935 -0.320
P 10.9392 -6.4803 5.0755 0.939
O 9.5544 -6.8874 5.5957 -0.627
O 11.4270 -7.5533 3.9229 -0.371
C 11.0917 -8.9212 4.0669 -0.606
O 10.1706 -5.5219 3.8574 -0.083
C 11.0628 -4.8623 2.9797 -0.668
H 12.2044 -7.4305 8.2792 0.240
H 11.3184 -5.9899 7.7252 0.318
H 10.4667 -7.5531 7.9369 0.251
H 10.1935 -9.0710 4.6703 0.322
H 11.9318 -9.4501 4.5260 0.225
H 10.9164 -9.3436 3.0742 0.250
H 11.5440 -5.5803 2.3130 0.283
H 11.8197 -4.3191 3.5535 0.320
H 10.4958 -4.1485 2.3766 0.186
C -10.0165 2.3886 -7.4409 -0.655
O -9.1355 1.3820 -7.9096 -0.333
P -7.6070 1.3086 -7.1027 1.018
O -7.2883 2.7487 -7.5252 -0.637
O -7.0500 0.2661 -8.2519 -0.378
C -7.1160 0.6418 -9.6153 -0.613
O -6.0785 1.2352 -6.2958 -0.189
C -5.8001 -0.0065 -5.6776 -0.600
H -11.0395 2.1028 -7.6982 0.245
H -9.9386 2.4972 -6.3567 0.319
H -9.7869 3.3388 -7.9323 0.248
H -7.1152 1.7258 -9.7515 0.320
H -8.0211 0.2191 -10.0604 0.222
H -6.2479 0.2270 -10.1337 0.249
H -5.6005 -0.7719 -6.4298 0.317
H -6.6433 -0.3098 -5.0498 0.319
H -4.9133 0.1074 -5.0487 0.171
```


A 7-piece molecular cluster, C38H83BINO13PS6 overall. Source: OMol25; level of theory: ωB97M-V/def2-TZVPD.

Summary:
**Energy above the lowest of the compared OMol25 structures with the same formula, charge and spin**: 8.782 eV
**Total charge**: -1

Structure (XYZ):
```
144
Properties=species:S:1:pos:R:3:mulliken_charge:R:1
C 8.3109 -2.7383 -0.7090 -0.824
C 7.0927 -2.4732 -1.7853 -0.305
C 5.8219 -1.6781 -1.0737 -0.471
C 5.2555 -0.4273 -1.9744 -0.568
C 3.8025 -0.7992 -2.6998 -0.537
C 2.6381 -0.8392 -1.5326 -0.478
C 1.2632 -1.6502 -2.0337 -0.252
C 0.3285 -0.6669 -2.9432 -0.843
C -1.0093 -0.0527 -2.2600 -0.447
P -2.3237 -1.2071 -1.5376 0.645
I -1.9069 -3.0307 -3.1969 -0.282
C -3.7346 -0.5906 -2.6601 -0.016
C -5.2357 -0.5323 -2.0587 -0.030
C -5.8934 -1.9060 -1.4838 0.332
C -5.7689 -1.9440 0.1839 -0.824
C -5.4226 -3.2930 -2.2099 -1.020
B -2.6979 0.0970 -0.1432 0.571
N -2.8722 1.5845 -0.3862 -0.411
O -2.8803 -0.3576 1.2812 -0.583
H 9.3150 -2.9132 -1.2928 0.185
H 8.0439 -3.6822 -0.0675 0.339
H 8.4857 -1.8271 0.0345 0.164
H 6.6814 -3.5255 -2.1520 0.223
H 7.5434 -1.8787 -2.7041 0.258
H 4.9400 -2.4489 -0.8934 0.200
H 6.1559 -1.2741 -0.0102 0.268
H 5.1265 0.5080 -1.2702 0.280
H 6.0856 -0.1561 -2.7607 0.320
H 3.9793 -1.8323 -3.2392 0.196
H 3.6181 -0.0061 -3.5400 0.305
H 2.9908 -1.3977 -0.5496 0.227
H 2.3099 0.2792 -1.3178 0.247
H 0.7380 -2.2252 -1.1708 0.288
H 1.6834 -2.4868 -2.7755 0.187
H 1.0269 0.2943 -3.1159 0.364
H 0.1918 -1.0591 -4.0647 0.257
H -1.4148 0.7623 -3.0339 0.117
H -0.6206 0.6138 -1.3452 -0.096
H -3.2107 -2.1577 -0.8829 -0.162
H -1.2905 -1.7196 -0.6280 -0.050
H -3.5480 0.4806 -3.1545 0.175
H -3.7673 -1.3341 -3.5946 -0.719
H -5.9352 -0.2133 -2.9767 -0.221
H -5.4421 0.3274 -1.2567 -0.020
H -7.0694 -1.8210 -1.6764 0.471
H -6.8273 -2.2938 0.6025 0.371
H -4.9981 -2.7454 0.5644 0.159
H -5.5990 -0.8647 0.6206 0.004
H -6.3432 -4.0392 -2.1431 0.331
H -4.9986 -3.1751 -3.2965 0.080
H -4.5657 -3.7774 -1.5500 0.208
H -2.2441 2.0721 0.3202 0.128
H -3.8538 1.9104 -0.2488 0.244
H -2.2851 -1.1389 1.4772 0.235
C -4.4269 2.2144 5.4664 0.276
C -3.6491 1.1704 6.2663 -0.516
C -3.7729 -0.1602 5.5258 -0.896
S -3.9983 0.2468 3.8010 1.270
O -5.3226 -0.1766 3.3971 -0.719
O -2.8069 -0.1242 3.0638 -0.631
C -4.0123 2.0158 4.0161 -0.736
H -4.2134 3.2309 5.8098 -0.530
H -5.5035 2.0381 5.5769 0.340
H -2.5941 1.4650 6.3216 0.255
H -4.0208 1.0873 7.2923 0.379
H -2.8729 -0.7697 5.6406 0.357
H -4.6492 -0.7234 5.8585 0.352
H -4.7027 2.4732 3.3054 0.488
H -2.9958 2.3819 3.8434 0.289
C 13.5184 -0.4963 -1.5336 -0.571
C 12.7484 -1.2023 -0.4186 -0.743
C 11.3564 -0.5760 -0.3547 -0.219
S 10.9991 0.0167 -2.0018 1.094
O 10.9136 1.4614 -1.9630 -0.685
O 9.9611 -0.8062 -2.5899 -0.580
C 12.5662 -0.4371 -2.7188 -0.716
H 14.4424 -1.0244 -1.7865 0.344
H 13.7841 0.5185 -1.2142 0.293
H 12.6621 -2.2699 -0.6544 0.289
H 13.2632 -1.1194 0.5438 0.354
H 10.5995 -1.3071 -0.0596 0.000
H 11.3333 0.2797 0.3257 0.374
H 12.8603 0.2979 -3.4699 0.385
H 12.4502 -1.4223 -3.1803 0.343
C -5.1638 -0.8103 -7.5878 -0.806
C -5.8410 0.3884 -8.2503 -0.644
C -6.8401 0.9629 -7.2474 -0.706
S -6.2038 0.5670 -5.6256 1.235
O -7.1177 -0.3549 -4.9846 -0.664
O -5.7504 1.7834 -4.9813 -0.710
C -4.7822 -0.3477 -6.1895 -0.164
H -4.2893 -1.1461 -8.1527 0.406
H -5.8701 -1.6469 -7.5270 0.324
H -5.0857 1.1456 -8.4935 0.286
H -6.3368 0.1077 -9.1848 0.337
H -6.9315 2.0475 -7.3469 0.327
H -7.8232 0.4952 -7.3491 0.352
H -4.5734 -1.1726 -5.5062 -0.065
H -3.9323 0.3405 -6.2207 0.432
C 0.0291 -8.6380 -4.1800 -0.572
C -1.1848 -8.7926 -3.2651 -0.636
C -2.0983 -7.5924 -3.5084 -0.514
S -1.8022 -7.0722 -5.1916 1.079
O -1.2016 -5.7550 -5.1678 -0.563
O -2.9671 -7.3789 -5.9975 -0.699
C -0.5285 -8.2671 -5.5461 -0.713
H 0.6238 -9.5550 -4.2241 0.329
H 0.6736 -7.8333 -3.8062 0.311
H -1.7164 -9.7180 -3.5178 0.277
H -0.8924 -8.8592 -2.2125 0.332
H -3.1518 -7.8583 -3.3904 0.343
H -1.8481 -6.7584 -2.8469 0.283
H 0.2187 -7.8308 -6.2111 0.379
H -1.0024 -9.1290 -6.0252 0.319
C -3.9807 7.5644 8.5173 -0.557
C -3.2029 6.5204 9.3172 -0.658
C -3.3267 5.1898 8.5768 -0.664
S -3.5521 5.5968 6.8519 1.093
O -4.8764 5.1734 6.4480 -0.692
O -2.3607 5.2258 6.1147 -0.621
C -3.5661 7.3657 7.0670 -0.733
H -3.7672 8.5808 8.8607 0.353
H -5.0573 7.3881 8.6278 0.285
H -2.1479 6.8150 9.3725 0.290
H -3.5746 6.4373 10.3432 0.324
H -2.4267 4.5803 8.6915 0.408
H -4.2030 4.6266 8.9094 0.358
H -4.2565 7.8232 6.3563 0.414
H -2.5497 7.7319 6.8943 0.337
C 1.0724 4.7684 4.8962 -0.366
C 2.2516 4.9112 3.9351 -0.724
C 3.0670 6.1219 4.3862 -0.624
S 2.8047 6.2730 6.1469 1.172
O 2.0908 7.5065 6.4021 -0.660
O 4.0279 5.9268 6.8428 -0.683
C 1.6581 4.9167 6.2926 -0.685
H 0.5628 3.8082 4.7740 0.365
H 0.3435 5.5657 4.7080 0.162
H 2.8732 4.0089 3.9840 0.321
H 1.9178 5.0239 2.8989 0.335
H 4.1331 5.9853 4.1882 0.361
H 2.7145 7.0414 3.9109 0.357
H 0.9072 5.1419 7.0517 0.318
H 2.2271 4.0266 6.5774 0.357
```


Number 1: frontier orbital gap 5.9 eV. Number 2: frontier orbital gap 4.8 eV.